1.
15
Properties=species:S:1:pos:R:3 method="wB97M-V/def2-TZVPD" lumo_energy_ev=0.701 e_homo_ha=-0.3344 homo_lumo_gap_ev=9.8 charge=0 de_lowest_kj_mol=170.0
H 0.85 -0.34 1.84
N 0.82 0.67 1.81
C 0.86 1.19 0.68
Cl 0.81 2.93 0.64
C 0.99 0.60 -0.70
C 0.81 -0.90 -0.72
C -0.26 -1.52 -0.23
N -1.27 -0.94 0.48
C -2.11 -0.10 0.09
H 1.98 0.86 -1.07
H 0.27 1.09 -1.35
H 1.63 -1.49 -1.12
H -0.32 -2.60 -0.24
H -2.82 0.29 0.81
H -2.23 0.25 -0.94

---

2.
42
Properties=species:S:1:pos:R:3 method="wB97M-V/def2-TZVPD" lumo_energy_ev="2.955 / 2.954" e_homo_ha="-0.1323 / -0.1321" homo_lumo_gap_ev="6.6 / 6.5" charge=-1 multiplicity=2 s_squared=0.754
C 3.43 -0.22 1.25
C 2.89 -1.11 0.11
C 3.92 -1.14 -1.03
C 1.57 -0.59 -0.49
C 0.42 -0.51 0.54
C -0.83 -1.30 0.06
C -2.17 -0.64 0.35
C -3.24 -1.51 -0.33
C -2.54 -0.63 1.86
N -2.29 0.73 -0.23
O -2.84 0.77 -1.39
C -1.03 1.52 -0.17
C -0.38 1.73 -1.55
C -1.43 2.92 0.36
C 0.01 0.96 0.80
H 4.23 0.40 0.86
H 2.65 0.38 1.72
H 3.88 -0.86 2.02
H 2.74 -2.14 0.44
H 3.91 -0.16 -1.51
H 3.60 -1.87 -1.78
H 4.93 -1.35 -0.67
H 1.78 0.39 -0.91
H 1.32 -1.24 -1.33
H 0.76 -0.94 1.49
H -0.73 -1.50 -1.01
H -0.84 -2.26 0.58
H -3.35 -2.40 0.30
H -4.22 -1.02 -0.34
H -2.93 -1.85 -1.31
H -2.00 -1.40 2.41
H -3.62 -0.73 1.93
H -2.31 0.36 2.26
H -0.02 0.78 -2.00
H 0.49 2.38 -1.36
H -1.02 2.28 -2.24
H -2.19 3.36 -0.29
H -0.54 3.55 0.41
H -1.81 2.81 1.37
H -0.38 1.03 1.82
H 0.90 1.59 0.78
Br -0.74 -0.51 -3.79

---

3.
196
Properties=species:S:1:pos:R:3 method="wB97M-V/def2-TZVPD" lumo_energy_ev=0.390 e_homo_ha=-0.2957 homo_lumo_gap_ev=8.4 charge=0 smiles="O=S1(=O)CCCC1.O=S1(=O)CCCC1.CCN(CC)CC.CCN(CC)CC.CCN(CC)CC.CCN(CC)CC.CCN(CC)CC.CCN(CC)CC.CCN(CC)CC.O=C1CCCO1"
O -2.11 0.53 -5.09
S -1.25 1.45 -4.35
O -1.87 2.49 -3.61
C -0.22 0.43 -3.32
C 0.87 -0.04 -4.31
C 1.33 1.17 -5.20
C 0.02 2.07 -5.53
H -0.84 -0.33 -2.90
H 0.26 1.00 -2.51
H 1.68 -0.54 -3.83
H 0.45 -0.78 -4.97
H 1.80 0.78 -6.09
H 1.92 1.87 -4.58
H -0.30 1.81 -6.51
H 0.18 3.15 -5.34
O -1.95 -0.10 6.78
S -2.19 1.02 5.93
O -2.06 0.77 4.51
C -3.87 1.82 6.22
C -3.55 3.33 6.46
C -2.24 3.30 7.29
C -1.28 2.46 6.41
H -4.35 1.37 7.06
H -4.53 1.70 5.29
H -3.44 3.85 5.51
H -4.42 3.67 6.95
H -2.42 2.69 8.16
H -1.91 4.31 7.46
H -0.34 2.12 6.81
H -1.12 2.98 5.44
C -3.71 -5.30 3.11
C -2.71 -5.36 4.25
N -1.36 -5.02 3.91
C -0.69 -5.87 2.83
C -0.49 -7.28 3.31
C -1.13 -3.64 3.48
C -1.69 -2.65 4.54
H -3.40 -5.92 2.26
H -3.94 -4.30 2.76
H -4.66 -5.66 3.42
H -3.02 -4.71 5.07
H -2.68 -6.39 4.64
H -1.21 -5.88 1.84
H 0.25 -5.38 2.63
H 0.28 -7.82 2.69
H -0.22 -7.25 4.33
H -1.30 -7.96 3.27
H -1.65 -3.41 2.47
H -0.03 -3.45 3.30
H -1.31 -1.65 4.45
H -1.43 -2.98 5.55
H -2.77 -2.53 4.47
C 6.95 0.87 -3.26
C 5.52 1.09 -2.80
N 4.99 -0.04 -1.96
C 5.78 -0.14 -0.70
C 5.86 1.15 0.12
C 3.54 -0.02 -1.67
C 2.96 -1.43 -1.52
H 7.22 1.60 -4.01
H 7.04 -0.10 -3.66
H 7.63 1.03 -2.43
H 5.51 2.08 -2.30
H 4.87 1.22 -3.67
H 5.29 -0.90 -0.08
H 6.77 -0.53 -0.92
H 6.30 1.03 1.13
H 6.50 1.92 -0.35
H 4.89 1.62 0.29
H 3.08 0.47 -2.51
H 3.27 0.59 -0.75
H 3.14 -2.13 -2.31
H 1.87 -1.35 -1.38
H 3.22 -1.83 -0.51
C 2.58 -1.62 2.61
C 3.81 -2.55 2.87
N 4.40 -3.09 1.64
C 3.63 -4.31 1.28
C 3.85 -5.60 2.16
C 5.81 -3.43 1.96
C 6.53 -4.05 0.78
H 1.72 -2.05 2.07
H 2.93 -0.70 2.05
H 2.16 -1.28 3.54
H 4.60 -2.10 3.44
H 3.54 -3.34 3.56
H 2.57 -4.10 1.31
H 3.89 -4.58 0.23
H 3.27 -6.40 1.78
H 4.89 -5.78 2.18
H 3.52 -5.44 3.19
H 5.82 -4.09 2.85
H 6.31 -2.51 2.26
H 7.59 -4.19 0.88
H 6.33 -3.48 -0.17
H 6.18 -5.02 0.63
C 2.18 3.83 -2.62
C 3.19 4.23 -3.68
N 2.47 4.67 -4.90
C 3.48 4.90 -5.92
C 3.78 3.56 -6.68
C 1.91 6.02 -4.59
C 0.92 6.43 -5.62
H 2.50 2.96 -2.09
H 1.25 3.64 -3.08
H 1.99 4.67 -1.87
H 3.84 5.01 -3.40
H 3.81 3.39 -3.96
H 3.14 5.65 -6.63
H 4.41 5.26 -5.52
H 2.84 3.03 -6.94
H 4.36 3.70 -7.58
H 4.23 2.88 -5.91
H 2.77 6.76 -4.55
H 1.45 5.98 -3.59
H 0.00 5.90 -5.49
H 1.35 6.25 -6.61
H 0.67 7.50 -5.67
C -0.78 -4.26 -4.25
C 0.06 -3.84 -3.09
N -0.66 -3.96 -1.82
C 0.17 -4.12 -0.59
C 0.39 -5.57 -0.30
C -1.67 -2.91 -1.61
C -2.85 -3.42 -0.72
H -1.65 -3.62 -4.41
H -1.11 -5.24 -4.12
H -0.29 -4.16 -5.26
H 0.99 -4.47 -3.08
H 0.51 -2.79 -3.26
H 1.09 -3.53 -0.59
H -0.39 -3.77 0.26
H -0.53 -6.13 -0.45
H 1.09 -6.04 -1.00
H 0.78 -5.77 0.67
H -2.17 -2.63 -2.57
H -1.17 -2.07 -1.08
H -3.49 -2.56 -0.48
H -2.53 -3.79 0.23
H -3.42 -4.16 -1.25
C -5.78 -0.28 1.43
C -6.49 0.48 0.32
N -5.66 0.70 -0.88
C -6.12 1.84 -1.78
C -5.75 3.21 -1.25
C -5.69 -0.54 -1.71
C -4.57 -0.51 -2.75
H -5.67 -1.34 1.15
H -6.18 -0.16 2.41
H -4.76 0.11 1.64
H -7.38 -0.16 0.12
H -6.87 1.42 0.78
H -5.59 1.61 -2.71
H -7.21 1.68 -1.93
H -6.20 4.01 -1.79
H -6.14 3.20 -0.25
H -4.67 3.35 -1.28
H -6.69 -0.59 -2.15
H -5.54 -1.43 -1.00
H -4.71 0.30 -3.46
H -4.58 -1.46 -3.28
H -3.60 -0.32 -2.32
C -3.72 3.52 2.11
C -2.47 4.12 2.74
N -1.30 3.92 1.88
C -0.13 4.52 2.61
C 1.26 4.08 2.09
C -1.39 4.63 0.61
C -2.08 5.98 0.61
H -3.53 2.51 1.74
H -4.09 4.00 1.23
H -4.59 3.54 2.79
H -2.49 5.16 2.98
H -2.27 3.56 3.64
H -0.21 5.66 2.60
H -0.33 4.10 3.65
H 1.56 4.58 1.18
H 2.04 4.28 2.86
H 1.19 3.00 1.98
H -1.83 3.94 -0.15
H -0.34 4.72 0.31
H -1.66 6.61 1.43
H -3.15 5.86 0.84
H -1.93 6.38 -0.42
O 0.93 1.42 -0.21
C -0.05 0.87 0.30
C -0.25 0.37 1.72
C -1.61 -0.39 1.67
C -2.21 0.04 0.41
O -1.10 0.58 -0.43
H 0.57 -0.39 1.82
H -0.17 1.11 2.49
H -1.52 -1.46 1.78
H -2.11 0.04 2.55
H -2.70 -0.71 -0.20
H -2.86 0.86 0.48

---

4.
28
Properties=species:S:1:pos:R:3 method="wB97M-V/def2-TZVPD" lumo_energy_ev="-5.440 / -5.440" e_homo_ha="-0.5143 / -0.5143" homo_lumo_gap_ev="8.6 / 8.6" charge=+1 de_lowest_kj_mol=448.0
C 1.52 0.10 2.13
C -1.96 1.00 0.48
C -3.17 0.08 0.53
C -1.95 -0.39 -0.09
C -1.73 -0.59 -1.61
C 2.18 -0.70 -1.08
C 2.44 1.64 -0.28
C 1.45 0.35 -0.28
N 0.96 -0.06 1.02
O -1.31 -1.64 2.17
O -0.43 -2.92 0.27
S -1.03 -1.73 0.80
H 0.98 -0.41 2.91
H 2.35 0.78 2.36
H -1.78 1.89 -0.19
H -1.51 1.21 1.37
H -3.55 -0.49 1.45
H -4.06 0.38 -0.22
H -2.43 -1.20 -2.15
H -0.79 -1.09 -1.68
H -1.75 0.33 -2.19
H 1.76 -1.76 -0.94
H 2.19 -0.48 -2.16
H 3.17 -0.70 -0.70
H 3.40 1.23 -0.04
H 2.12 2.51 0.27
H 2.44 1.98 -1.31
H 0.49 0.67 -0.82

---

5.
24
Properties=species:S:1:pos:R:3 method="wB97M-V/def2-TZVPD" lumo_energy_ev="-5.092 / -5.092" e_homo_ha="-0.5056 / -0.5056" homo_lumo_gap_ev="8.7 / 8.7" charge=+1 smiles="O=[N+]=N[C@@H]1CC12CCCCC2" de_lowest_kj_mol=687.4
O 5.07 1.27 -0.13
N 4.13 0.58 -0.02
N 3.12 -0.01 0.05
C 2.00 -0.79 0.43
C 1.56 -1.99 -0.36
C 0.49 -0.93 -0.25
C 0.38 0.07 -1.39
C -0.65 1.09 -1.02
C -0.46 1.64 0.35
C -0.63 0.48 1.42
C -0.64 -0.94 0.68
H 1.88 -0.84 1.59
H 2.13 -2.12 -1.23
H 1.23 -2.79 0.27
H 0.09 -0.48 -2.37
H 1.26 0.67 -1.62
H -1.70 0.78 -1.19
H -0.39 2.10 -1.56
H 0.55 2.01 0.49
H -1.16 2.54 0.68
H 0.18 0.58 2.02
H -1.66 0.57 2.00
H -0.74 -1.77 1.47
H -1.51 -0.92 0.04

---

6.
22
Properties=species:S:1:pos:R:3 method="wB97M-V/def2-TZVPD" lumo_energy_ev="-3.297 / -6.523" e_homo_ha="-0.5035 / -0.5185" homo_lumo_gap_ev="10.4 / 7.6" charge=+1 multiplicity=2 s_squared=0.756 de_lowest_kj_mol=150.2
C 1.26 -1.17 -1.05
C 1.41 -0.22 0.04
C 0.55 1.07 -0.20
C -0.48 1.45 0.65
N -1.52 2.42 0.52
N 0.90 1.92 -1.20
H 1.99 -1.02 -1.88
H 0.26 -1.08 -1.52
H 1.27 -2.20 -0.71
H 2.33 0.22 0.28
H 1.09 -0.88 0.96
H -0.48 0.76 1.49
H -1.95 2.85 1.28
H -1.19 3.11 -0.16
H 1.72 1.81 -1.80
H 0.28 2.52 -1.77
H -0.05 -2.13 1.15
H -0.34 -3.71 1.49
O 0.27 -2.99 1.59
H -2.04 -0.46 -0.35
H -2.15 -1.75 -1.11
O -1.87 -1.41 -0.24

---

7.
22
Properties=species:S:1:pos:R:3 method="wB97M-V/def2-TZVPD" lumo_energy_ev=0.880 e_homo_ha=-0.3176 homo_lumo_gap_ev=9.5 charge=0 smiles=CCCCNC.O de_lowest_kj_mol=125.2
C 1.04 1.52 -0.99
C -0.01 0.84 -1.89
C -1.46 0.95 -1.43
C -1.80 0.17 -0.17
N -1.06 0.62 1.00
C -0.26 -0.46 1.66
H 1.28 0.89 -0.14
H 0.72 2.54 -0.77
H 1.89 1.69 -1.66
H 0.08 1.33 -2.87
H 0.19 -0.22 -2.03
H -1.62 2.02 -1.23
H -2.19 0.65 -2.19
H -2.88 0.25 0.03
H -1.76 -0.92 -0.32
H -1.64 0.88 1.77
H 0.27 0.06 2.45
H -0.91 -1.27 2.02
H 0.38 -1.01 0.97
O 3.02 -3.22 1.88
H 2.80 -4.15 1.81
H 3.92 -3.15 2.08

---

8.
16
Properties=species:S:1:pos:R:3 method="wB97M-V/def2-TZVPD" lumo_energy_ev="-11.073 / -12.958" e_homo_ha="-0.7056 / -0.6347" homo_lumo_gap_ev="8.1 / 4.3" charge=+2
O 1.04 0.18 1.99
C 1.16 0.88 3.08
O 0.26 1.70 3.44
Bi 1.71 2.94 4.15
O 2.32 1.05 3.62
C 5.97 0.79 2.33
H 5.49 0.31 3.20
H 5.48 0.26 1.50
H 6.98 0.45 2.59
C 6.24 2.33 1.76
C 5.06 3.14 1.55
C 3.94 3.56 1.84
H 6.78 2.21 0.81
H 6.93 2.84 2.44
H 3.18 3.61 2.61
H 0.92 0.79 1.11

---

9.
15
Properties=species:S:1:pos:R:3 method="wB97M-V/def2-TZVPD" lumo_energy_ev="-0.551 / -0.558" e_homo_ha="-0.2688 / -0.2672" homo_lumo_gap_ev="6.8 / 6.7" charge=0 multiplicity=2 s_squared=0.758 de_lowest_kj_mol=0.0
O -0.94 2.21 -0.26
O -0.70 0.32 0.81
C 1.62 -1.51 -0.34
C 3.03 -1.02 -0.13
O 3.04 0.38 -0.02
C -1.46 1.18 0.26
H 1.16 -2.16 0.41
H 1.11 -1.24 -1.27
H 3.66 -1.35 -0.97
H 3.45 -1.48 0.79
O -3.39 -0.26 0.27
O -3.73 1.90 -0.04
C -2.97 0.92 0.16
Yb 1.31 1.56 0.23
Li -5.19 0.56 0.10

---

10.
15
Properties=species:S:1:pos:R:3 method="wB97M-V/def2-TZVPD" lumo_energy_ev=0.154 e_homo_ha=-0.2829 homo_lumo_gap_ev=7.9 charge=0 de_lowest_kj_mol=376.8
C -0.99 -0.55 0.93
N -0.29 0.35 0.28
C -1.04 1.49 -0.27
C 1.02 0.33 -0.06
C 1.96 -0.66 0.38
O 3.14 -0.67 0.09
H -0.59 -1.89 -1.35
H -2.04 -0.36 1.12
H -0.51 -1.45 1.30
H -2.01 1.56 0.21
H -0.47 2.40 -0.09
H -1.17 1.34 -1.35
H 1.37 1.16 -0.66
H 0.06 -1.60 -1.59
H 1.55 -1.45 1.05

---

11.
82
Properties=species:S:1:pos:R:3 method="wB97M-V/def2-TZVPD" lumo_energy_ev=2.087 e_homo_ha=-0.1798 homo_lumo_gap_ev=7.0 charge=-1
C 1.73 4.61 0.55
C 0.77 4.89 -0.62
S -0.31 3.50 -1.02
C 0.57 2.58 -2.32
C 0.80 1.08 -2.03
C -0.34 0.42 -1.26
C -0.19 0.44 0.26
C -1.53 0.14 0.91
N -1.49 0.16 2.38
C 2.09 0.97 -1.13
O 2.53 -0.21 -0.97
O 2.58 2.03 -0.65
N 1.14 0.37 -3.29
C 0.04 -0.21 -4.01
N -1.10 0.71 -4.29
O 1.79 1.24 -4.20
C 3.18 1.08 -4.11
C 3.74 -0.33 -4.41
C 4.32 -1.02 -3.17
O 2.83 -1.18 -5.09
H 1.81 5.46 1.23
H 2.70 4.35 0.15
H 1.41 3.72 1.06
H 1.31 5.25 -1.49
H 0.10 5.69 -0.33
H 1.53 3.06 -2.45
H 0.02 2.74 -3.23
H -0.45 -0.63 -1.51
H -1.26 0.95 -1.49
H 0.13 1.40 0.63
H 0.50 -0.34 0.58
H -1.86 -0.86 0.63
H -2.29 0.85 0.58
H -1.08 1.03 2.69
H -0.84 -0.55 2.68
H 0.42 -0.57 -4.96
H -0.35 -1.08 -3.50
H -1.04 1.02 -5.25
H -1.97 0.21 -4.21
H 3.59 1.78 -4.84
H 3.57 1.40 -3.14
H 4.58 -0.19 -5.08
H 3.83 -1.96 -2.96
H 5.36 -1.27 -3.37
H 4.33 -0.36 -2.31
H 2.45 -1.74 -4.41
C -2.85 -1.60 5.34
C -1.52 -2.12 5.05
N -0.48 -2.54 4.82
H -3.34 -1.25 4.44
H -3.47 -2.36 5.79
H -2.79 -0.77 6.04
C -0.89 -4.13 8.64
C -1.63 -2.88 8.52
N -2.22 -1.91 8.40
H -1.13 -4.64 9.57
H -1.13 -4.80 7.81
H 0.18 -3.94 8.62
C 4.63 -0.05 -8.25
C 5.95 -0.61 -8.50
N 7.00 -1.04 -8.69
H 4.18 0.30 -9.18
H 3.96 -0.79 -7.82
H 4.68 0.79 -7.56
C -6.30 -2.73 2.38
C -6.07 -2.12 3.68
N -5.88 -1.62 4.70
H -5.52 -2.44 1.68
H -6.32 -3.81 2.46
H -7.26 -2.40 1.98
C 3.81 -1.64 1.47
C 4.48 -2.23 2.62
N 5.00 -2.71 3.52
H 4.52 -1.37 0.69
H 3.09 -2.32 1.03
H 3.28 -0.73 1.74
C -7.46 1.88 4.03
C -7.89 1.16 2.84
N -8.21 0.57 1.91
H -8.26 2.50 4.42
H -7.15 1.18 4.81
H -6.61 2.53 3.81

---

12.
22
Properties=species:S:1:pos:R:3 method="wB97M-V/def2-TZVPD" lumo_energy_ev=0.603 e_homo_ha=-0.3522 homo_lumo_gap_ev=10.2 charge=0 de_lowest_kj_mol=525.7
O 0.03 -2.04 2.96
C 0.00 -1.32 1.79
C 0.16 -1.85 0.34
C -0.13 -0.33 0.23
C -1.23 -0.53 1.31
C 0.88 -0.11 1.39
C -0.28 0.45 -1.03
C 0.07 1.88 -1.05
O 0.93 0.68 -1.74
H 0.90 -2.44 3.07
H 1.16 -2.18 0.04
H -0.63 -2.53 -0.03
H -2.11 -1.11 1.01
H -1.50 0.36 1.90
H 0.75 0.81 1.98
H 1.93 -0.31 1.16
H -1.12 0.14 -1.67
H -0.79 2.55 -1.19
H 0.70 2.28 -0.25
O 0.22 2.26 -3.42
H 0.70 1.26 -3.06
H -0.67 2.07 -3.74